Record 1
This record from the OMol25 dataset describes C25H32NS5Ti as an isolated structure. The level of theory is ωB97M-V with the def2-TZVPD basis set.

As for the total charge: +1. Its LUMO energy (spin up / spin down) is -3.09 / -4.71 eV. For the total energy, the calculation gives -3866.72849 a.u. Its multiplicity is 3. As for the expectation value of S²: 2.04. The calculation puts the HOMO energy (spin up / spin down) at -10.02 / -11.18 eV.

The geometry in XYZ format:
```
64
C25H32NS5Ti | the OMol25 dataset | ωB97M-V with the def2-TZVPD basis set
Ti 0.15 0.47 -1.27
C 3.32 1.79 -2.01
C 2.09 2.21 -2.79
S 0.76 2.70 -1.63
C -2.20 3.91 -0.58
C -2.99 3.03 0.02
S -1.86 0.81 -2.42
C -0.96 -2.03 -2.85
C -0.47 -2.65 -1.54
S 1.01 -1.92 -0.83
C 2.20 -1.88 -2.19
C 3.40 -1.08 -1.68
S 2.91 0.47 -0.84
H 3.68 2.61 -1.39
H 4.15 1.45 -2.64
H 1.76 1.41 -3.45
H 2.31 3.07 -3.43
H -2.38 4.24 -1.59
H -1.35 4.34 -0.07
H -3.87 2.62 -0.48
H -2.82 2.71 1.04
H -0.38 -2.48 -3.66
H -1.98 -2.42 -2.99
H -0.30 -3.71 -1.69
H -1.21 -2.56 -0.75
H 1.74 -1.39 -3.05
H 2.50 -2.89 -2.48
H 4.09 -0.84 -2.50
H 3.95 -1.66 -0.94
C 1.20 1.46 5.08
C 1.59 0.21 4.26
C 2.06 -0.89 5.21
C 2.74 0.58 3.32
C 0.35 -0.24 3.48
C -0.65 -1.02 4.10
C -1.81 -1.39 3.45
C -1.97 -0.99 2.12
S -3.31 -1.25 1.04
C -2.50 -0.37 -0.19
N -1.29 0.08 0.16
C -1.00 -0.23 1.49
C 0.16 0.16 2.17
C -2.95 -0.18 -1.54
C -3.90 -0.85 -2.32
C -3.89 -0.91 -3.70
C -2.88 -0.66 -4.72
C -1.53 -0.55 -4.58
C -0.90 -0.52 -3.23
H 2.06 1.80 5.66
H 0.39 1.24 5.78
H 0.88 2.27 4.43
H 3.00 -0.59 5.68
H 2.24 -1.83 4.68
H 1.35 -1.08 6.01
H 3.64 0.75 3.90
H 2.54 1.49 2.76
H 2.95 -0.22 2.60
H -0.52 -1.33 5.12
H -2.56 -1.97 3.96
H 0.89 0.77 1.66
H -4.72 -1.37 -1.82
H -4.80 -1.33 -4.13
H -3.25 -0.75 -5.73
H -0.91 -0.64 -5.47
```

=====

Record 2
This record from the OMol25 dataset describes C25H33AlBrCl51FO2 as an isolated structure. The level of theory is ωB97M-V with the def2-TZVPD basis set.

As for the total charge: -1. Its LUMO energy is 1.13 eV. For the total energy, the calculation gives -27509.05764 a.u. The calculation puts the HOMO energy at -4.96 eV.

The geometry in XYZ format:
```
114
C25H33AlBrCl51FO2 | the OMol25 dataset | ωB97M-V with the def2-TZVPD basis set
F 6.17 2.08 -2.15
C 6.55 1.54 -3.41
C 7.18 0.18 -3.25
C 7.00 -0.63 -4.53
C 7.39 -2.14 -4.51
C 7.82 -2.65 -3.15
O 6.71 -2.82 -2.32
Al 5.45 -3.44 -3.47
C 3.62 -2.74 -3.04
C 3.33 -1.28 -3.42
C 2.48 -1.12 -4.66
Br 3.50 -0.72 -6.27
O 6.30 -2.92 -4.96
H 7.23 2.26 -3.85
H 5.64 1.46 -4.00
H 8.23 0.28 -3.02
H 6.72 -0.31 -2.40
H 7.56 -0.12 -5.32
H 5.96 -0.59 -4.83
H 8.24 -2.23 -5.19
H 8.35 -3.60 -3.31
H 8.57 -1.96 -2.73
H 5.39 -5.07 -3.36
H 3.55 -2.84 -1.96
H 2.88 -3.39 -3.50
H 2.73 -0.84 -2.63
H 4.22 -0.66 -3.49
H 1.93 -2.02 -4.89
H 1.78 -0.30 -4.56
C 0.83 -1.72 0.30
Cl 2.58 -1.71 0.19
Cl 0.18 -0.08 0.19
Cl 0.09 -2.74 -0.94
H 0.55 -2.13 1.26
C 5.54 -0.76 1.46
Cl 4.99 -1.80 2.79
Cl 6.96 0.17 1.97
Cl 5.89 -1.69 0.02
H 4.75 -0.06 1.24
C -1.86 -0.35 -4.81
Cl -1.33 -1.78 -3.93
Cl -3.62 -0.29 -4.94
Cl -1.24 1.11 -4.05
H -1.46 -0.41 -5.81
C -3.06 -1.94 3.80
Cl -1.32 -2.21 3.85
Cl -3.42 -0.24 3.45
Cl -3.84 -3.00 2.63
H -3.46 -2.16 4.78
C 1.27 1.30 4.91
Cl 1.53 2.81 4.04
Cl -0.45 0.87 4.91
Cl 2.24 0.00 4.24
H 1.57 1.46 5.94
C -5.65 -2.09 -2.15
Cl -6.50 -0.85 -1.21
Cl -3.98 -2.23 -1.66
Cl -6.51 -3.63 -2.03
H -5.67 -1.78 -3.19
C -9.80 -1.64 -2.60
Cl -9.46 -1.18 -4.27
Cl -10.84 -0.45 -1.82
Cl -10.51 -3.25 -2.51
H -8.86 -1.66 -2.07
C 5.01 4.32 2.76
Cl 4.40 5.35 4.06
Cl 5.79 2.88 3.41
Cl 3.71 3.88 1.66
H 5.74 4.88 2.21
C 7.76 0.88 -8.57
Cl 6.02 0.77 -8.38
Cl 8.39 2.31 -7.73
Cl 8.56 -0.58 -7.99
H 7.99 0.99 -9.62
C 8.04 5.96 -5.38
Cl 7.03 4.74 -4.62
Cl 9.43 5.22 -6.19
Cl 7.10 6.93 -6.52
H 8.42 6.62 -4.61
C 3.24 3.20 -2.16
Cl 3.58 3.69 -3.83
Cl 2.19 4.40 -1.38
Cl 2.55 1.59 -2.11
H 4.18 3.18 -1.62
C -2.37 3.58 6.40
Cl -3.09 5.11 5.91
Cl -1.14 3.83 7.64
Cl -3.60 2.44 6.95
H -1.88 3.15 5.54
C -11.10 -1.67 2.08
Cl -10.82 -2.52 3.60
Cl -12.18 -0.30 2.32
Cl -9.58 -1.15 1.36
H -11.58 -2.36 1.40
C -10.54 -0.70 6.69
Cl -11.85 0.01 7.63
Cl -9.27 0.48 6.38
Cl -9.89 -2.12 7.51
H -10.94 -1.02 5.73
C -8.47 1.39 9.91
Cl -8.43 0.64 11.51
Cl -9.45 2.86 9.93
Cl -6.85 1.71 9.32
H -8.94 0.69 9.23
C -2.45 3.78 1.91
Cl -3.54 3.07 3.11
Cl -1.41 5.01 2.65
Cl -1.47 2.55 1.12
H -3.06 4.27 1.17
C -8.80 -6.34 6.73
Cl -9.31 -6.02 8.39
Cl -9.62 -5.26 5.61
Cl -7.06 -6.22 6.57
H -9.09 -7.36 6.49
```